Formula: C11H16Br12N2O4P
Source: OMol25
Level of theory: ωB97M-V/def2-TZVPD

CARTESIAN COORDINATES (ANGSTROEM)
Br  4.43172  5.53796  5.51597
Br  -2.08288  4.44839  -1.84373
H  3.63238  -4.61763  4.48227
H  -3.81123  -0.80365  0.04639
O  -0.06778  1.86426  -3.09995
O  2.15246  0.32949  -1.93873
Br  4.40939  -2.31003  5.02853
H  -2.07091  4.79362  -4.31509
H  -4.89944  -1.92229  -2.08056
H  2.27777  -0.55707  -1.44719
Br  2.03452  -4.06563  6.31775
H  -4.98019  -2.19289  2.61130
H  -4.48621  -3.82310  -2.25161
C  5.91441  5.21126  4.29976
H  -3.62140  -0.89543  2.40889
Br  3.54861  -0.64809  1.76878
C  -4.37082  -1.77114  0.39314
C  3.08404  -3.70043  4.72117
O  -0.11041  0.91320  -0.58308
H  -2.25084  -0.32336  -1.42927
H  0.30944  -3.69136  -4.41590
H  5.48633  4.81578  3.37274
H  -3.12148  -2.70507  2.19815
N  -0.38762  -0.99441  -2.56276
Br  3.98233  2.50007  2.30310
C  -2.62194  -2.49501  -2.36029
C  -4.13188  -2.79596  -1.81481
C  -1.74344  -1.17644  -2.07517
H  -0.78165  2.35862  -2.56558
H  -5.53388  -1.54716  0.25015
N  0.40837  -1.75059  -3.32868
C  -3.99971  -1.95165  2.01066
O  -4.01107  -2.99811  -0.33436
C  4.45050  0.97522  1.18959
C  -2.68922  5.22503  -3.52099
Br  -2.41348  7.15002  -3.56883
P  0.42873  0.55786  -2.06017
H  -2.14978  -4.54889  -3.67778
C  -1.76771  -3.51092  -3.30080
H  4.09319  1.19607  0.17836
C  -0.31472  -2.97161  -3.69227
Br  6.37654  0.73008  1.07056
Br  6.84789  6.85439  3.83865
Br  1.95497  -3.29825  3.18903
Br  -4.53358  4.74798  -3.91468
Br  7.12967  3.85686  4.98731

Forces on atoms 1 to 3 (eV/Å):
Br 0.3827 -0.0883 -0.2824
Br -0.0664 0.0252 -0.1903
H -0.2762 0.4257 0.0743

Output
HOMO level ... -11.42 eV
Charge ... +1
HOMO-LUMO gap ... 5.635 eV

Mulliken analysis output, partial charges in e: atom 1 (Br): -0.01, atom 2 (Br): -0.01, atom 3 (H): 0.38, atom 4 (H): 0.00, atom 5 (O): -0.40, atom 6 (O): -0.42, atom 7 (Br): -0.02, atom 8 (H): 0.33, atom 9 (H): 0.33, atom 10 (H): 0.37, atom 11 (Br): -0.01, atom 12 (H): 0.27, atom 13 (H): 0.32, atom 14 (C): -0.09, atom 15 (H): 0.30, atom 16 (Br): 0.09, atom 17 (C): 0.02, atom 18 (C): -0.31, atom 19 (O): -0.64, atom 20 (H): 0.20, atom 21 (H): 0.32, atom 22 (H): 0.07, atom 23 (H): 0.26, atom 24 (N): 0.67, atom 25 (Br): 0.05, atom 26 (C): 0.42, atom 27 (C): -0.53, atom 28 (C): 0.28, atom 29 (H): 0.23, atom 30 (H): 0.29, atom 31 (N): -0.64, atom 32 (C): -0.94, atom 33 (O): -0.29, atom 34 (C): -0.23, atom 35 (C): -0.30, atom 36 (Br): 0.02, atom 37 (P): 0.82, atom 38 (H): 0.34, atom 39 (C): -0.41, atom 40 (H): 0.21, atom 41 (C): -0.23, atom 42 (Br): -0.01, atom 43 (Br): -0.01, atom 44 (Br): -0.09, atom 45 (Br): 0.01, atom 46 (Br): 0.01


Formula: C23H26FNSn
Source: OMol25
Level of theory: ωB97M-V/def2-TZVPD

CARTESIAN COORDINATES (ANGSTROEM)
H  -0.74103  1.37445  3.79718
H  -1.94720  -1.86494  2.36290
H  5.99635  0.93165  -0.57452
C  -1.32127  0.61893  1.09863
C  0.65997  -2.72793  -0.46593
C  3.13938  2.10652  0.69131
H  -2.55774  1.69591  2.45841
C  0.40757  -4.05987  -0.32967
H  0.68040  0.34866  3.88255
H  -1.02922  -1.50648  3.82465
C  -1.69754  -2.19535  -0.17927
H  -1.97464  0.13648  -4.39987
H  -2.74955  3.07454  -1.58296
C  -1.56073  -1.05959  2.98466
C  5.04148  1.08760  -0.09640
H  4.80046  -0.76226  1.12446
H  0.19355  -0.72388  1.79177
H  0.59304  1.64579  2.67816
C  4.26011  2.26563  -0.16994
H  1.21856  -4.77310  -0.38214
C  0.01764  0.87528  3.19506
H  -3.45723  3.21946  0.76044
C  -1.17860  1.32141  -2.77413
C  0.26870  1.21291  -3.24597
C  -2.01736  0.15242  -3.31112
C  -2.74008  2.46174  0.47083
N  -0.08222  -0.46072  -0.69738
H  0.32236  1.46367  -4.30532
C  -0.35960  -1.72999  -0.38721
C  -2.31635  2.39552  -0.85985
H  -2.40967  -0.50667  3.38909
H  -2.98151  -3.87758  0.04195
H  -2.50262  -1.47242  -0.20689
H  -3.06403  0.24383  -3.01983
H  -1.63749  -0.80536  -2.94835
H  2.59722  0.44350  2.08295
C  3.23020  0.82056  1.29456
H  0.65278  0.19760  -3.14041
C  -0.91635  -4.46249  -0.13424
H  -1.13541  -5.51950  -0.05685
H  0.91563  1.92039  -2.72082
Sn  2.85748  0.43408  -1.07639
C  -0.61633  -0.12771  2.21737
H  4.51605  3.16088  -0.71558
F  1.91560  -2.30771  -0.64637
H  -1.58295  2.23642  -3.21087
C  -2.24037  1.58936  1.42976
C  -0.91514  0.52131  -0.29699
C  4.40860  0.19087  0.80446
C  -1.96287  -3.53326  -0.06946
C  -1.39693  1.46757  -1.28331
H  2.39888  2.86184  0.90688

Forces on atoms 1 to 3 (eV/Å):
H 0.0035 0.0129 -0.0085
H -0.0128 0.0074 -0.0143
H -0.0641 -0.0595 -0.1126

Output
HOMO level (spin up / spin down) ... -15.29 / -15.37 eV
Energy above the lowest of the compared OMol25 structures with the same formula, charge and spin ... 5.7 kcal/mol
Charge ... +2
HOMO-LUMO gap (spin up / spin down) ... 6.037 / 6.379 eV

Mulliken analysis output, partial charges in e: atom 1 (H): 0.47, atom 2 (H): 0.27, atom 3 (H): 0.51, atom 4 (C): 0.48, atom 5 (C): 0.28, atom 6 (C): -0.33, atom 7 (H): 0.48, atom 8 (C): -0.70, atom 9 (H): 0.44, atom 10 (H): 0.47, atom 11 (C): -0.26, atom 12 (H): 0.46, atom 13 (H): 0.47, atom 14 (C): -1.48, atom 15 (C): -0.38, atom 16 (H): 0.48, atom 17 (H): 0.10, atom 18 (H): 0.31, atom 19 (C): -0.67, atom 20 (H): 0.52, atom 21 (C): -1.77, atom 22 (H): 0.47, atom 23 (C): 0.33, atom 24 (C): -1.32, atom 25 (C): -1.40, atom 26 (C): -1.29, atom 27 (N): 0.60, atom 28 (H): 0.46, atom 29 (C): -0.11, atom 30 (C): -0.89, atom 31 (H): 0.34, atom 32 (H): 0.50, atom 33 (H): 0.51, atom 34 (H): 0.37, atom 35 (H): 0.25, atom 36 (H): 0.51, atom 37 (C): -0.33, atom 38 (H): 0.18, atom 39 (C): -0.41, atom 40 (H): 0.45, atom 41 (H): 0.23, atom 42 (Sn): 0.96, atom 43 (C): 0.86, atom 44 (H): 0.48, atom 45 (F): -0.20, atom 46 (H): 0.64, atom 47 (C): -0.41, atom 48 (C): 0.34, atom 49 (C): -0.73, atom 50 (C): -0.77, atom 51 (C): 0.74, atom 52 (H): 0.53


Formula: C31H31N10O3RuS
Source: OMol25
Level of theory: ωB97M-V/def2-TZVPD

CARTESIAN COORDINATES (ANGSTROEM)
N  1.48483  -0.39259  3.92611
C  -3.35211  -2.16811  -1.72122
H  -0.82552  0.31217  -0.90455
H  5.23538  -0.65179  -3.91224
C  3.00965  0.21578  2.63647
H  1.50210  0.59588  -4.50980
H  1.26459  -0.14234  5.95515
H  -0.16067  -1.25779  -2.40482
C  5.39411  -0.18177  -0.31310
Ru  2.15330  -0.45915  -0.19342
C  2.56982  0.74846  -4.66838
H  -1.03124  4.49497  -0.02567
N  -5.09366  1.20824  1.33739
C  -1.40945  0.48110  3.91625
H  -1.82709  3.38957  6.39778
C  1.48471  2.27649  0.34475
C  -0.36399  1.21970  -0.55028
H  -2.04435  -3.15706  -3.12204
C  -4.31962  -0.50159  -0.27692
C  -0.49913  0.63009  4.95468
H  5.69913  -0.95661  -1.01926
C  -2.27061  -3.17318  -2.05663
H  2.74914  1.79702  -4.89648
C  1.23102  -0.93210  2.74484
H  -4.45869  -2.58494  -3.51627
N  -0.74442  -3.52765  -0.17931
H  0.85316  -3.23046  1.14260
C  3.50073  -1.50590  -4.92025
C  -3.41699  1.18481  2.67271
H  5.81030  0.77189  -0.64293
O  3.98525  -0.09632  -0.28254
H  4.06866  0.19166  -6.12393
C  -5.43289  -1.10520  -2.31060
C  0.61826  -0.37580  5.11393
H  2.51132  2.18006  0.67133
C  -1.08159  2.40728  -0.53464
H  1.33753  4.35548  0.78988
O  2.10081  -0.25044  -2.28584
C  -0.65238  1.68227  5.84598
C  -0.48164  3.56333  -0.04601
H  3.90930  0.66472  2.25169
H  -6.15604  0.38195  -0.93352
H  4.31985  -1.75180  -2.86146
H  -6.25807  -0.98563  -2.99898
O  -3.13839  0.25972  1.70858
C  -1.70924  2.57627  5.69499
N  -4.54686  1.76694  2.48616
C  -0.16660  -1.90924  -1.54703
C  -3.31079  -1.42043  -0.55286
S  3.30425  0.37853  -3.04473
C  -2.45636  1.37678  3.75728
C  -4.24828  0.33630  0.91820
H  -1.34186  -0.35683  3.23444
C  4.23846  -1.03253  -3.67575
H  2.59152  -2.03915  -4.63500
H  2.45860  -0.40324  -6.49672
H  5.79163  -0.43393  0.67175
C  3.16342  -0.23030  -5.68513
C  -5.38568  -0.34350  -1.15650
H  4.11750  -2.18815  -5.50293
C  0.82466  3.48699  0.40261
H  0.37535  -1.55154  2.54333
C  0.31526  -2.91239  0.26521
N  2.61138  0.34344  3.87247
N  -3.48930  2.44958  -1.47154
N  2.17604  -0.56873  1.88198
H  -2.51064  -1.55296  0.16610
H  -2.54269  -4.19015  -1.77927
C  -2.42006  2.42660  -1.05486
N  -1.03400  -2.88141  -1.32750
H  -3.43882  3.11747  4.53562
N  0.90103  1.15994  -0.12611
H  0.04674  1.80675  6.66354
H  0.22888  -1.38509  5.24674
C  -4.41745  -2.00636  -2.60096
N  0.70957  -1.87650  -0.53831
C  -2.61008  2.43246  4.65581

Forces on atoms 1 to 3 (eV/Å):
N 0.0088 -0.0194 0.0089
C -0.0436 -0.0158 -0.0563
H -0.0206 -0.0008 -0.0032

Output
HOMO level (spin up / spin down) ... -13.13 / -13.13 eV
Energy above the lowest of the compared OMol25 structures with the same formula, charge and spin ... 7.5 kcal/mol
Charge ... +2
HOMO-LUMO gap (spin up / spin down) ... 6.792 / 5.912 eV
Multiplicity ... 2

Mulliken analysis output, partial charges in e: atom 1 (N): 0.96, atom 2 (C): 0.83, atom 3 (H): 0.36, atom 4 (H): 0.51, atom 5 (C): -0.62, atom 6 (H): 0.20, atom 7 (H): 0.42, atom 8 (H): 0.86, atom 9 (C): -0.99, atom 10 (Ru): 0.69, atom 11 (C): -0.56, atom 12 (H): 0.60, atom 13 (N): -0.47, atom 14 (C): 0.32, atom 15 (H): 0.44, atom 16 (C): -0.45, atom 17 (C): -0.10, atom 18 (H): 0.49, atom 19 (C): -0.24, atom 20 (C): 1.19, atom 21 (H): 0.30, atom 22 (C): -1.31, atom 23 (H): 0.46, atom 24 (C): -0.28, atom 25 (H): 0.49, atom 26 (N): -0.82, atom 27 (H): 0.69, atom 28 (C): -0.62, atom 29 (C): 0.71, atom 30 (H): 0.34, atom 31 (O): -0.66, atom 32 (H): 0.32, atom 33 (C): -0.73, atom 34 (C): -1.30, atom 35 (H): 0.51, atom 36 (C): 0.33, atom 37 (H): 0.52, atom 38 (O): -0.05, atom 39 (C): -0.79, atom 40 (C): -0.24, atom 41 (H): 0.53, atom 42 (H): 0.55, atom 43 (H): 0.33, atom 44 (H): 0.42, atom 45 (O): -0.10, atom 46 (C): -0.76, atom 47 (N): -0.52, atom 48 (C): -1.16, atom 49 (C): 0.34, atom 50 (S): 0.32, atom 51 (C): -0.23, atom 52 (C): 0.34, atom 53 (H): 0.41, atom 54 (C): -0.67, atom 55 (H): 0.22, atom 56 (H): 0.35, atom 57 (H): 0.35, atom 58 (C): -0.68, atom 59 (C): -0.91, atom 60 (H): 0.43, atom 61 (C): -1.12, atom 62 (H): 0.49, atom 63 (C): -0.89, atom 64 (N): -0.96, atom 65 (N): -0.41, atom 66 (N): 0.40, atom 67 (H): 0.82, atom 68 (H): 0.31, atom 69 (C): -0.26, atom 70 (N): 0.90, atom 71 (H): 0.56, atom 72 (N): 0.74, atom 73 (H): 0.43, atom 74 (H): 0.30, atom 75 (C): -0.91, atom 76 (N): 0.75, atom 77 (C): -1.07


| no. | electronic energy (eV) |
| --- | --- |
| 1 | -872620.542 |
| 2 | -34294.992 |
| 3 | -67095.656 |